## one
C18H27N5O7P2Re | wB97M-V/def2-TZVPD

* total charge: +2
* LUMO level (spin up / spin down): -6.8 / -6.7 eV
* spin multiplicity: 2

Last column: natural (NBO) charge in e.
CARTESIAN COORDINATES (ANGSTROEM)
Re  0.06450  0.69412  -0.11051  1.37
C  -2.19047  -1.23849  -0.01305  0.32
C  -1.41592  -2.27194  0.46708  -0.17
C  -0.56192  -1.73207  1.45171  0.34
C  -0.82351  -0.32317  1.65639  -0.20
C  -1.84388  0.02451  0.69362  -0.20
C  -2.99199  0.94343  1.03829  -0.63
C  -0.77750  0.24127  3.05414  -0.64
C  0.42868  -2.51520  2.21518  -0.71
C  -1.40255  -3.69305  0.00364  -0.64
C  -3.22464  -1.31740  -1.06474  -0.69
H  -3.70797  0.41178  1.67008  0.24
H  -3.53683  1.27958  0.15532  0.22
H  -2.66442  1.82088  1.59397  0.22
H  -1.58343  -0.19481  3.65056  0.24
H  -0.91657  1.32117  3.07530  0.22
H  0.15665  0.01409  3.56755  0.22
H  -0.10853  -3.19440  2.88669  0.28
H  1.08484  -1.89370  2.81909  0.23
H  1.02044  -3.14816  1.55358  0.26
H  -1.79344  -4.36119  0.77315  0.25
H  -0.38834  -4.02027  -0.22760  0.23
H  -2.01158  -3.82905  -0.88708  0.23
H  -4.19293  -1.52161  -0.59460  0.27
H  -3.02669  -2.11700  -1.77500  0.25
H  -3.31796  -0.37609  -1.60448  0.23
C  2.05173  -2.07949  -3.69016  -0.65
C  2.14513  -0.87584  -2.75668  -0.47
O  3.25703  -0.03494  -3.04188  -0.73
P  2.46813  -1.39899  -1.02220  2.43
O  1.95529  -2.85712  -0.76271  -0.98
O  4.01974  -1.48657  -0.88177  -0.96
O  1.82522  -0.47075  -0.02465  -1.07
P  0.59373  0.10163  -2.69720  2.37
O  0.13590  0.14537  -4.19873  -0.97
O  0.82024  1.45642  -2.05601  -1.04
O  -0.35014  -0.66673  -1.75348  -1.06
H  2.95677  -2.68562  -3.62589  0.24
H  1.94278  -1.72927  -4.71714  0.25
H  1.18701  -2.69957  -3.45398  0.25
H  3.40868  0.00468  -3.99572  0.51
H  2.56379  -3.57454  -0.99387  0.55
H  4.50107  -0.83158  -1.41737  0.56
H  -0.25912  0.96920  -4.51511  0.54
N  -1.92191  4.40245  -0.53420  -0.30
C  -1.82006  3.14510  -0.96038  0.23
N  -0.92051  2.53252  -0.20652  -0.49
C  -0.49775  3.50108  0.66371  0.28
N  -1.09334  4.64973  0.49081  -0.18
C  0.55565  3.13515  1.58680  0.11
C  1.10254  3.95565  2.56173  0.06
N  2.08240  3.53560  3.34709  -0.31
C  2.52187  2.29801  3.15314  0.03
C  1.98885  1.45490  2.18996  0.02
N  0.99086  1.87146  1.40251  -0.41
H  -2.51564  5.13929  -0.88816  0.45
H  -2.38526  2.72232  -1.77296  0.25
H  0.73426  4.96551  2.69570  0.24
H  3.32848  1.95185  3.78708  0.23
H  2.35260  0.44988  2.03995  0.24

## two
C18H27N5O7P2Re | wB97M-V/def2-TZVPD

* total charge: +2
* LUMO level (spin up / spin down): -8.3 / -8.2 eV
* spin multiplicity: 2

Last column: Löwdin charge in e.
CARTESIAN COORDINATES (ANGSTROEM)
Re  1.04040  0.16440  0.18530  1.58
C  -2.13140  -1.61160  -0.10070  -0.19
C  -2.35170  -0.45370  -0.88130  -0.14
C  -1.22120  -0.24140  -1.68540  -0.19
C  -0.13710  -1.17020  -1.26730  -0.41
C  -0.83330  -2.10110  -0.36000  -0.18
C  -0.34510  -3.41740  0.08660  -0.01
C  0.71320  -1.80820  -2.35820  -0.05
C  -1.14420  0.60630  -2.88670  -0.01
C  -3.58050  0.37380  -0.83360  0.01
C  -3.10680  -2.24830  0.80720  0.00
H  -0.86370  -4.20080  -0.47620  0.12
H  -0.59380  -3.58590  1.13470  0.10
H  0.72200  -3.54120  -0.07090  0.08
H  0.09750  -2.47510  -2.95790  0.11
H  1.51280  -2.39750  -1.92350  0.07
H  1.15060  -1.06480  -3.01540  0.07
H  -1.92370  1.36220  -2.90260  0.09
H  -1.28350  -0.02310  -3.77300  0.12
H  -0.16330  1.06560  -2.98350  0.08
H  -4.42340  -0.15510  -1.27970  0.12
H  -3.45750  1.31370  -1.36100  0.08
H  -3.84370  0.59000  0.20040  0.10
H  -3.18360  -3.31340  0.59360  0.10
H  -4.08910  -1.79780  0.71290  0.09
H  -2.78200  -2.16050  1.84560  0.09
C  2.46030  -0.08460  4.60870  -0.04
C  1.30130  0.53140  3.85570  -0.59
O  0.23020  0.97110  4.65700  -0.02
P  0.40010  -0.65070  2.80840  0.52
O  1.34390  -1.69290  2.04280  -0.11
O  -0.48150  -1.56990  3.72310  -0.03
O  -0.38850  -0.03000  1.70450  -0.33
P  1.88520  1.74130  2.57450  0.34
O  3.02970  2.51890  3.35430  -0.07
O  0.82750  2.60520  2.01720  -0.25
O  2.54370  0.81050  1.55010  -0.38
H  2.13350  -0.93350  5.21020  0.10
H  2.91910  0.65850  5.25870  0.10
H  3.22220  -0.39310  3.89350  0.09
H  0.49150  1.73890  5.18620  0.14
H  1.86980  -2.30800  2.55860  0.13
H  -0.88230  -1.13080  4.47610  0.11
H  3.06340  3.46420  3.20620  0.10
N  4.58090  0.67780  -2.12300  0.08
C  3.77740  -0.21660  -1.53660  -0.07
N  2.67680  0.40410  -1.12920  -0.04
C  2.89360  1.72670  -1.48820  -0.27
N  4.04120  1.88540  -2.09460  0.17
C  1.83880  2.64810  -1.15200  -0.15
C  1.87800  4.04080  -1.25980  -0.02
N  0.84340  4.76940  -0.91310  0.14
C  -0.24810  4.16260  -0.49380  -0.05
C  -0.30320  2.78070  -0.33020  -0.08
N  0.75410  2.02750  -0.62350  -0.07
H  5.49060  0.53760  -2.55060  0.19
H  3.99480  -1.26030  -1.43810  0.15
H  2.76810  4.54490  -1.61260  0.14
H  -1.08990  4.79380  -0.25010  0.13
H  -1.17500  2.29330  0.07650  0.13

Least stable = two